{"formula": "C39H41EuNO2P2", "method": "wB97M-V/def2-TZVPD", "elements": ["Eu", "C", "C", "C", "C", "C", "C", "C", "C", "C", "H", "H", "H", "H", "H", "H", "H", "H", "H", "H", "H", "H", "H", "H", "H", "P", "P", "C", "C", "C", "C", "C", "C", "C", "C", "C", "C", "C", "C", "C", "C", "C", "C", "C", "C", "C", "C", "C", "C", "C", "C", "C", "C", "H", "H", "H", "H", "H", "H", "H", "H", "H", "H", "H", "H", "H", "H", "H", "H", "H", "H", "H", "H", "H", "H", "O", "C", "C", "C", "C", "O", "N", "H", "H", "H", "H"], "coordinates": [[2.146, -0.487, 0.293], [0.173, 3.951, -1.125], [-0.860, 3.556, -0.361], [-2.291, 3.719, -0.775], [-2.664, 3.194, -2.191], [-1.804, 2.106, -2.775], [-0.709, 2.343, -3.510], [-0.065, 3.689, -3.699], [0.015, 4.614, -2.453], [0.435, -2.975, 0.117], [1.191, 3.931, -0.738], [-0.723, 3.243, 0.678], [-2.575, 4.787, -0.744], [-2.939, 3.215, -0.041], [-3.670, 2.761, -2.116], [-2.746, 4.061, -2.868], [-2.218, 1.095, -2.667], [-0.315, 1.582, -4.191], [-0.558, 4.259, -4.512], [0.967, 3.520, -4.051], [0.898, 5.256, -2.601], [-0.872, 5.265, -2.449], [1.533, -2.789, 0.062], [0.338, -4.037, -0.187], [0.086, -2.869, 1.160], [-0.445, 0.566, 1.438], [-0.459, -2.063, -1.121], [-1.479, 0.380, 0.042], [-1.469, -0.629, -0.899], [-1.312, 0.720, 2.987], [-2.291, 1.680, 3.312], [-2.820, 1.701, 4.604], [-2.422, 0.770, 5.567], [-1.495, -0.225, 5.224], [-0.965, -0.259, 3.940], [0.949, 1.757, 1.419], [1.736, 1.943, 0.235], [3.090, 2.316, 0.335], [3.601, 2.731, 1.568], [2.754, 2.784, 2.685], [1.442, 2.320, 2.622], [-1.722, -3.232, -1.613], [-2.609, -3.646, -0.608], [-3.604, -4.568, -0.931], [-3.703, -5.046, -2.246], [-2.836, -4.580, -3.244], [-1.824, -3.671, -2.928], [0.759, -1.787, -2.447], [1.970, -2.499, -2.618], [2.846, -2.142, -3.653], [2.531, -1.104, -4.535], [1.329, -0.404, -4.369], [0.461, -0.742, -3.333], [-2.334, 1.069, 0.038], [-2.362, -0.646, -1.558], [-2.614, 2.398, 2.561], [-3.556, 2.459, 4.873], [-2.819, 0.806, 6.584], [-1.173, -0.970, 5.949], [-0.274, -1.047, 3.646], [1.300, 1.715, -0.751], [3.739, 2.276, -0.546], [4.650, 3.028, 1.659], [3.141, 3.188, 3.622], [0.798, 2.347, 3.503], [-2.505, -3.254, 0.408], [-4.303, -4.896, -0.156], [-4.477, -5.770, -2.490], [-2.945, -4.914, -4.271], [-1.120, -3.300, -3.670], [2.210, -3.333, -1.956], [3.780, -2.691, -3.793], [3.194, -0.861, -5.374], [1.066, 0.393, -5.064], [-0.462, -0.181, -3.193], [0.392, -3.128, 3.621], [1.556, -2.746, 3.534], [2.721, -3.152, 4.422], [3.907, -2.409, 3.849], [3.338, -1.687, 2.636], [3.988, -1.035, 1.758], [2.010, -1.884, 2.531], [2.517, -2.852, 5.454], [2.833, -4.240, 4.390], [4.295, -1.678, 4.562], [4.719, -3.064, 3.530]], "atomic_forces_ev_per_a": [[-0.1, -1.7, -0.1], [-0.5, 0.2, 0.8], [0.5, 0.9, -0.1], [-0.5, 0.0, 0.0], [-0.3, 0.1, 0.3], [0.2, 0.1, -0.7], [-0.8, 0.0, -0.5], [0.4, 0.2, -0.1], [-0.1, 0.3, -0.6], [0.7, -1.1, 0.9], [-0.4, -0.1, 0.0], [0.2, 0.0, -0.5], [0.1, -0.3, 0.1], [0.2, 0.2, -0.1], [0.1, 0.3, -0.1], [0.2, -0.5, 0.1], [0.4, 0.4, -0.3], [0.0, 0.1, 0.7], [0.1, -0.3, 0.3], [-0.3, 0.0, 0.1], [-0.4, 0.0, 0.0], [0.2, -0.1, 0.1], [-0.8, -0.3, 0.1], [0.0, 0.4, 0.3], [0.1, 0.0, -0.5], [0.9, -1.2, -1.4], [0.5, 2.0, -2.0], [-0.3, 2.1, 1.6], [-0.4, -1.5, -0.7], [-0.5, 0.1, 1.0], [0.5, -0.4, 0.2], [-0.2, 0.1, 0.0], [0.4, -0.3, -0.2], [-0.3, 0.3, 0.0], [0.0, 0.4, -0.2], [-0.2, 1.2, -0.3], [0.1, 0.2, 0.8], [-0.4, 0.3, 0.3], [0.0, -0.1, -0.1], [0.1, 0.1, -0.1], [0.3, -0.4, -0.3], [-0.4, -0.4, 0.2], [-0.1, -0.4, -0.5], [0.1, 0.1, 0.0], [0.1, 0.3, -0.1], [-0.2, -0.1, 0.3], [-0.4, -0.2, 0.4], [-1.3, 0.1, 2.2], [1.2, -0.4, 0.0], [-0.2, 0.0, 0.2], [0.8, -0.3, -0.4], [-1.0, -0.1, 0.8], [0.3, 1.1, -1.6], [0.3, -0.3, -0.3], [0.6, -0.4, 0.4], [0.1, 0.0, 0.2], [0.2, -0.2, -0.1], [0.0, 0.1, -0.4], [-0.2, 0.1, -0.1], [-0.2, 0.3, 0.2], [0.0, -0.1, 0.4], [-0.3, 0.2, 0.2], [-0.4, -0.1, 0.0], [-0.2, -0.1, -0.3], [0.3, -0.1, -0.2], [-0.1, -0.1, -0.3], [0.2, 0.0, -0.4], [0.1, 0.2, 0.0], [0.0, -0.1, 0.2], [-0.1, -0.1, 0.1], [0.0, 0.1, -0.3], [-0.3, 0.1, 0.1], [-0.2, -0.1, 0.4], [0.1, -0.2, 0.2], [0.2, -0.2, 0.0], [1.3, 0.3, 0.1], [-0.7, 0.2, -0.9], [-0.3, -0.1, 0.3], [0.5, 0.3, -0.2], [-0.4, -0.3, -0.3], [-0.3, -0.6, 1.1], [0.5, 0.2, 0.0], [-0.1, -0.2, -0.1], [-0.1, 0.1, 0.1], [0.2, 0.0, -0.2], [0.1, 0.1, 0.1]], "lowdin_charge": [1.598, -0.114, -0.121, -0.191, -0.177, -0.111, -0.112, -0.179, -0.186, -0.253, 0.089, 0.077, 0.117, 0.087, 0.107, 0.109, 0.079, 0.067, 0.118, 0.105, 0.110, 0.104, -0.011, 0.082, 0.043, 0.952, 0.850, -0.403, -0.369, -0.372, -0.075, -0.091, -0.083, -0.071, -0.094, -0.444, -0.337, -0.142, -0.087, -0.072, -0.070, -0.339, -0.083, -0.080, -0.086, -0.079, -0.065, -0.402, -0.164, -0.127, -0.138, -0.116, -0.141, 0.048, 0.077, 0.099, 0.102, 0.103, 0.106, 0.055, 0.099, 0.115, 0.108, 0.109, 0.110, 0.116, 0.105, 0.100, 0.101, 0.107, 0.078, 0.098, 0.091, 0.088, 0.062, 0.025, -0.479, -0.091, -0.093, -0.513, -0.167, 0.037, 0.123, 0.125, 0.123, 0.122], "orbital_gap_ev": [4.3, 6.4], "spin_multiplicity": 8, "homo_energy_ev": [-4.1, -6.3], "e_above_lowest_ev": 2.984}